[1]
{"formula": "C50H48AsF3MoN2OSb", "method": "wB97M-V/def2-TZVPD", "elements": ["Mo", "C", "C", "C", "C", "C", "C", "C", "C", "N", "H", "H", "H", "H", "H", "H", "H", "H", "H", "C", "C", "C", "C", "C", "C", "As", "N", "C", "C", "C", "C", "C", "C", "C", "C", "C", "C", "C", "C", "C", "C", "C", "C", "C", "C", "H", "H", "H", "H", "H", "H", "H", "H", "H", "H", "H", "H", "H", "H", "H", "H", "H", "H", "H", "H", "H", "H", "H", "H", "H", "H", "H", "F", "C", "C", "C", "C", "C", "C", "Sb", "C", "C", "C", "C", "F", "C", "C", "C", "C", "C", "C", "F", "C", "C", "H", "H", "H", "H", "H", "H", "H", "H", "H", "H", "H", "H", "O"], "xyz": [[-0.43, -0.23, -0.12], [-1.58, -2.80, 1.75], [-0.24, -2.87, 2.44], [0.00, -3.79, 3.46], [1.22, -3.85, 4.12], [2.22, -2.96, 3.76], [2.02, -2.02, 2.76], [3.09, -1.04, 2.36], [0.78, -1.96, 2.10], [0.58, -0.98, 1.13], [-2.29, -3.53, 2.15], [-1.50, -2.97, 0.66], [-2.00, -1.80, 1.89], [-0.79, -4.48, 3.72], [1.39, -4.58, 4.90], [3.19, -2.98, 4.26], [3.99, -1.19, 2.95], [2.74, -0.01, 2.48], [3.33, -1.13, 1.30], [3.13, -0.47, -7.35], [3.11, -0.16, -5.88], [3.73, 0.97, -5.38], [3.71, 1.31, -4.02], [4.48, 2.56, -3.65], [3.02, 0.47, -3.11], [2.62, 0.71, -1.15], [0.81, 1.09, -1.28], [0.27, 2.00, -2.16], [-1.10, 1.95, -2.49], [-1.69, 2.86, -3.35], [-0.96, 3.87, -3.96], [0.41, 3.93, -3.67], [1.00, 3.02, -2.80], [3.65, 2.33, -0.67], [3.17, 3.57, -0.22], [1.71, 3.88, -0.01], [4.08, 4.58, 0.12], [5.45, 4.38, 0.11], [6.40, 5.48, 0.47], [5.91, 3.11, -0.21], [5.05, 2.09, -0.58], [5.64, 0.72, -0.84], [2.44, -0.72, -3.61], [1.77, -1.78, -2.77], [2.49, -1.00, -4.97], [3.67, 0.30, -7.91], [2.11, -0.53, -7.75], [3.61, -1.44, -7.55], [4.24, 1.64, -6.06], [4.78, 3.07, -4.57], [5.38, 2.34, -3.08], [3.91, 3.27, -3.04], [-1.70, 1.13, -2.12], [-2.75, 2.75, -3.58], [-1.42, 4.57, -4.64], [1.02, 4.70, -4.11], [2.04, 3.13, -2.58], [1.08, 3.00, -0.15], [1.36, 4.65, -0.70], [1.57, 4.26, 1.00], [3.68, 5.54, 0.44], [5.87, 6.41, 0.71], [7.09, 5.70, -0.36], [7.02, 5.21, 1.33], [6.98, 2.90, -0.18], [6.73, 0.76, -0.73], [5.41, 0.34, -1.84], [5.26, -0.02, -0.12], [1.82, -1.60, -1.69], [2.24, -2.75, -2.96], [0.70, -1.86, -3.01], [2.01, -1.91, -5.32], [-0.84, 7.76, 2.03], [-1.09, 6.43, 1.89], [-1.28, 5.93, 0.61], [-1.52, 4.56, 0.49], [-1.60, 3.73, 1.60], [-1.40, 4.28, 2.86], [-1.13, 5.64, 3.02], [-1.99, 1.62, 1.21], [-2.37, 1.11, 3.24], [-1.59, 0.12, 3.82], [-1.76, -0.25, 5.15], [-2.74, 0.40, 5.88], [-2.93, 0.06, 7.18], [-3.53, 1.41, 5.35], [-3.33, 1.76, 4.02], [-3.99, 1.87, 0.50], [-5.09, 1.35, 1.18], [-6.38, 1.51, 0.69], [-6.55, 2.20, -0.50], [-7.80, 2.37, -0.98], [-5.49, 2.72, -1.21], [-4.20, 2.54, -0.71], [-1.21, 6.58, -0.24], [-1.62, 4.15, -0.52], [-1.43, 3.65, 3.74], [-0.96, 6.08, 3.99], [-0.82, -0.38, 3.24], [-1.16, -1.02, 5.61], [-4.27, 1.90, 5.97], [-3.93, 2.55, 3.59], [-4.95, 0.79, 2.09], [-7.24, 1.11, 1.20], [-5.66, 3.25, -2.14], [-3.37, 2.94, -1.27], [-1.32, -1.10, -1.29]], "multiplicity": 1, "e_homo_ev": [-3.4, -3.4], "charge": -1, "total_energy_ev": -135043.048, "gap_ev": [5.80, 5.80]}

[2]
{"formula": "C50H48BrCl5InN7O4", "method": "wB97M-V/def2-TZVPD", "elements": ["In", "O", "C", "O", "C", "C", "N", "N", "C", "C", "O", "O", "H", "H", "H", "C", "C", "C", "C", "C", "C", "C", "C", "C", "C", "C", "C", "N", "C", "C", "C", "C", "C", "N", "C", "C", "C", "C", "H", "H", "H", "H", "H", "H", "H", "H", "H", "H", "H", "H", "H", "H", "H", "H", "H", "H", "H", "H", "H", "H", "H", "H", "H", "H", "H", "H", "H", "Br", "C", "C", "C", "C", "C", "C", "N", "C", "C", "C", "C", "C", "C", "N", "H", "H", "H", "H", "H", "H", "H", "H", "H", "Cl", "C", "C", "C", "Cl", "C", "Cl", "C", "Cl", "C", "Cl", "C", "C", "C", "C", "N", "C", "C", "H", "H", "H", "H", "H", "H", "H"], "xyz": [[0.39, -0.31, 1.06], [-3.19, 2.43, 5.79], [-3.16, 1.21, 5.20], [-3.49, 0.24, 5.80], [-2.77, 1.12, 3.74], [-3.63, 1.17, 2.66], [-2.89, 0.80, 1.59], [-1.64, 0.52, 1.95], [-1.55, 0.69, 3.24], [-0.23, 0.64, 3.96], [-0.14, 0.96, 5.14], [0.73, 0.27, 3.18], [-2.75, 3.08, 5.21], [-4.70, 1.42, 2.58], [-3.10, 0.91, 0.60], [-4.23, -2.12, 0.86], [-2.87, -2.71, 1.27], [-3.14, -3.68, 2.48], [-2.10, -3.40, 0.11], [-2.05, -4.80, 0.07], [-1.48, -5.48, -1.01], [-1.09, -4.73, -2.08], [-1.14, -3.35, -2.13], [-0.84, -2.79, -3.56], [-1.64, -1.54, -4.01], [0.67, -2.60, -3.75], [-1.51, -2.65, -0.94], [-1.32, -1.25, -0.81], [-2.26, -0.46, -1.26], [-2.19, 0.98, -1.36], [-3.26, 1.88, -1.68], [-2.66, 3.14, -1.76], [-1.25, 2.94, -1.49], [-1.00, 1.66, -1.20], [-0.17, 4.00, -1.79], [-0.51, 5.32, -1.07], [1.25, 3.52, -1.36], [-0.20, 4.24, -3.32], [-4.74, -1.70, 1.73], [-4.89, -2.89, 0.51], [-4.21, -1.32, 0.11], [-2.22, -1.94, 1.63], [-3.88, -4.46, 2.17], [-3.65, -3.15, 3.24], [-2.27, -4.17, 2.97], [-2.50, -5.36, 0.85], [-1.46, -6.53, -0.98], [-0.81, -5.26, -2.99], [-1.14, -3.62, -4.19], [-1.29, -0.62, -3.53], [-2.66, -1.65, -3.76], [-1.54, -1.38, -5.09], [0.98, -1.84, -3.04], [0.78, -2.18, -4.77], [1.22, -3.53, -3.64], [-3.16, -0.94, -1.65], [-4.29, 1.58, -1.84], [-3.08, 4.03, -2.13], [-0.56, 5.17, -0.01], [-1.47, 5.77, -1.34], [0.28, 6.02, -1.23], [1.51, 3.86, -0.32], [1.92, 4.01, -2.09], [1.38, 2.46, -1.49], [-1.14, 4.60, -3.68], [0.10, 3.34, -3.84], [0.54, 5.04, -3.54], [1.77, 0.58, -7.63], [2.06, 0.57, -5.75], [3.28, 0.14, -5.21], [3.46, -0.01, -3.86], [2.45, 0.37, -2.96], [1.28, 0.86, -3.50], [1.06, 0.93, -4.88], [2.55, 0.19, -1.56], [3.72, 0.20, -1.03], [4.02, -0.23, 0.36], [5.32, -0.44, 0.74], [5.61, -1.00, 1.98], [4.58, -1.35, 2.83], [3.26, -1.09, 2.39], [2.97, -0.52, 1.21], [4.02, -0.23, -5.91], [4.38, -0.44, -3.48], [0.41, 1.07, -2.84], [0.06, 1.26, -5.15], [4.60, 0.49, -1.63], [6.14, -0.20, 0.04], [6.66, -1.25, 2.17], [4.82, -1.90, 3.73], [2.43, -1.37, 3.02], [1.85, -2.60, -0.69], [1.21, -3.31, 0.71], [0.52, -2.49, 1.60], [0.11, -3.07, 2.78], [-0.81, -2.20, 3.93], [0.37, -4.42, 3.07], [-0.19, -5.22, 4.51], [1.08, -5.21, 2.17], [1.52, -6.86, 2.53], [1.44, -4.67, 0.93], [2.34, -5.58, -0.26], [1.67, 5.50, 3.71], [1.47, 4.31, 2.80], [2.49, 3.48, 2.42], [2.20, 2.33, 1.69], [0.96, 1.99, 1.28], [-0.01, 2.88, 1.58], [0.18, 3.98, 2.39], [2.51, 6.08, 3.36], [1.89, 5.21, 4.75], [0.78, 6.09, 3.67], [3.51, 3.69, 2.73], [3.01, 1.61, 1.47], [-0.97, 2.70, 1.16], [-0.69, 4.55, 2.61]], "multiplicity": 1, "e_homo_ev": -7.4, "de_lowest_kcal_mol": 0.00, "total_energy_ev": -209078.566, "gap_ev": 6.27}

[3]
{"formula": "C50H48CoOP3S3", "method": "wB97M-V/def2-TZVPD", "elements": ["Co", "S", "P", "C", "P", "S", "C", "C", "C", "C", "C", "C", "C", "C", "C", "C", "C", "C", "C", "C", "C", "C", "C", "C", "C", "C", "C", "C", "C", "C", "H", "H", "H", "H", "H", "H", "H", "H", "H", "H", "H", "H", "H", "H", "H", "H", "H", "H", "H", "H", "C", "C", "C", "C", "C", "C", "C", "P", "C", "C", "C", "C", "C", "C", "C", "C", "C", "C", "C", "C", "C", "C", "H", "H", "H", "H", "H", "H", "H", "H", "H", "H", "H", "H", "H", "H", "H", "H", "H", "H", "H", "H", "O", "S", "C", "C", "C", "C", "H", "H", "H", "H", "H", "H", "H", "H"], "xyz": [[0.05, 0.32, -0.62], [2.46, 0.14, -0.38], [1.87, 0.21, 1.56], [0.22, 0.53, 1.67], [-0.32, 2.11, 1.61], [0.12, 3.20, -0.02], [-2.15, 2.08, 1.83], [-2.98, 2.99, 1.20], [-4.35, 2.95, 1.40], [-4.90, 2.00, 2.25], [-4.07, 1.09, 2.90], [-2.70, 1.14, 2.69], [0.09, 3.14, 3.08], [0.14, 4.53, 3.02], [0.41, 5.28, 4.16], [0.65, 4.65, 5.37], [0.60, 3.26, 5.44], [0.32, 2.52, 4.30], [2.97, 1.34, 2.49], [3.23, 2.60, 1.96], [3.96, 3.53, 2.68], [4.46, 3.21, 3.93], [4.24, 1.94, 4.46], [3.50, 1.02, 3.74], [2.23, -1.40, 2.34], [1.54, -1.76, 3.49], [1.76, -2.98, 4.10], [2.68, -3.87, 3.55], [3.38, -3.51, 2.41], [3.16, -2.28, 1.81], [-2.54, 3.71, 0.51], [-5.00, 3.65, 0.89], [-5.98, 1.96, 2.41], [-4.49, 0.35, 3.57], [-2.04, 0.43, 3.18], [-0.02, 5.02, 2.07], [0.45, 6.36, 4.09], [0.88, 5.23, 6.25], [0.80, 2.76, 6.38], [0.29, 1.44, 4.35], [2.83, 2.85, 0.98], [4.12, 4.52, 2.26], [5.03, 3.94, 4.50], [4.64, 1.68, 5.43], [3.33, 0.03, 4.17], [0.78, -1.08, 3.86], [1.21, -3.26, 4.99], [2.85, -4.83, 4.02], [4.10, -4.20, 1.97], [3.68, -2.01, 0.89], [0.20, 2.91, -3.36], [0.73, 2.08, -4.49], [1.15, 2.69, -5.67], [1.62, 1.95, -6.74], [1.69, 0.57, -6.65], [1.28, -0.05, -5.48], [0.81, 0.68, -4.39], [0.13, -0.16, -2.89], [0.89, -1.83, -3.11], [2.28, -1.77, -3.02], [3.08, -2.90, -3.06], [2.48, -4.14, -3.20], [1.10, -4.22, -3.29], [0.28, -3.09, -3.25], [-1.21, -3.34, -3.34], [-1.63, -0.22, -3.31], [-2.17, -0.48, -4.57], [-3.53, -0.67, -4.72], [-4.35, -0.61, -3.59], [-3.83, -0.28, -2.36], [-2.46, -0.03, -2.19], [-1.88, 0.53, -0.93], [0.27, 3.97, -3.59], [0.73, 2.71, -2.44], [-0.85, 2.68, -3.16], [1.09, 3.77, -5.74], [1.95, 2.46, -7.65], [2.05, -0.03, -7.47], [1.33, -1.13, -5.42], [2.76, -0.81, -2.90], [4.15, -2.81, -2.98], [3.08, -5.04, -3.23], [0.63, -5.19, -3.39], [-1.40, -4.41, -3.20], [-1.62, -3.06, -4.31], [-1.75, -2.79, -2.58], [-1.51, -0.56, -5.42], [-3.95, -0.90, -5.69], [-5.42, -0.79, -3.70], [-4.48, -0.17, -1.50], [-2.55, 0.27, -0.09], [-1.98, 1.62, -1.03], [-0.35, -1.98, -0.51], [-0.38, -2.54, 0.89], [-0.97, -4.25, 0.63], [-2.39, -4.37, 1.20], [-3.01, -2.98, 1.04], [-1.97, -2.02, 1.58], [-0.25, -4.95, 1.06], [-0.97, -4.35, -0.45], [-2.34, -4.62, 2.27], [-2.95, -5.16, 0.71], [-3.97, -2.89, 1.56], [-3.19, -2.77, -0.02], [-1.89, -2.06, 2.67], [-2.06, -0.98, 1.28]], "multiplicity": 2, "e_homo_ev": [-3.9, -4.1], "charge": -1, "de_lowest_kcal_mol": 0.00, "total_energy_ev": -152678.849, "gap_ev": [6.14, 6.39]}